[1]
47
Properties=species:S:1:pos:R:3:forces:R:3 method="wB97M-V/def2-TZVPD" multiplicity=1 gap_ev=7.492 charge=+1 de_lowest_ev=0.000 smiles="COc1cccc2c1N(C)C(C)=C1CC[N+](c3ccccc3C)=C12"
C -1.8569 -1.6915 4.7115 0.816 -0.214 0.184
O -1.3423 -2.1928 3.4506 0.440 0.813 -0.282
C -1.4643 -1.3099 2.3689 -0.863 -0.962 1.230
C -2.7033 -0.6795 2.1569 1.139 -0.838 -0.024
C -2.8366 0.1617 1.0742 0.280 0.785 -0.357
C -1.7406 0.4216 0.2662 -1.065 1.184 -0.282
C -0.4990 -0.1749 0.4742 0.355 0.322 -0.936
C -0.3591 -1.1090 1.5117 1.051 -0.996 0.207
N 0.8878 -1.8008 1.6708 1.211 1.105 -0.453
C 0.9384 -3.1901 2.1755 -1.087 -0.302 1.365
C 2.0786 -1.2311 1.1585 -1.075 1.114 -0.817
C 3.4592 -1.6145 1.7015 -1.077 -0.753 -1.031
C 1.9762 -0.2581 0.1284 -1.579 -1.209 1.690
C 3.0175 0.4649 -0.6518 1.033 -0.022 -0.017
C 2.2381 1.1443 -1.7923 0.696 -0.042 0.465
N 0.8193 0.9766 -1.4209 0.788 -0.773 1.722
C -0.1377 1.2037 -2.4160 -1.802 -0.541 -1.185
C -0.6620 0.0498 -3.0739 0.686 1.212 0.664
C -1.7081 0.1899 -3.9486 -0.752 0.402 -0.442
C -2.2553 1.4607 -4.2142 0.616 -0.021 0.469
C -1.7057 2.5893 -3.6040 -0.221 -0.420 -0.506
C -0.6143 2.4814 -2.7277 -0.410 0.753 0.433
C -0.0895 3.7685 -2.0661 0.195 -1.331 -0.596
C 0.6825 0.1705 -0.3010 1.094 0.339 -0.992
H -1.3038 -2.1003 5.5931 -0.233 -0.064 -1.119
H -2.8936 -1.9312 4.8126 -0.685 -0.259 0.076
H -1.7392 -0.6229 4.7445 0.026 0.552 -0.008
H -3.5430 -0.8902 2.8105 0.231 0.041 0.023
H -3.7591 0.7221 0.9180 0.220 -0.314 -0.065
H -1.8914 1.2205 -0.4735 0.424 -0.609 0.122
H 1.0966 -3.2342 3.2864 0.023 0.062 -1.117
H 1.6292 -3.8411 1.6507 0.516 0.518 -0.138
H -0.0345 -3.6690 1.9813 0.256 0.454 0.191
H 3.5773 -1.3501 2.7388 -0.335 -0.320 0.563
H 3.6430 -2.6788 1.4925 0.053 0.234 0.522
H 4.2438 -1.0717 1.2037 0.036 0.307 -0.525
H 3.8035 -0.1905 -1.0627 -0.328 0.157 0.247
H 3.5271 1.1989 -0.0161 -0.089 -0.032 -0.131
H 2.5284 2.1973 -1.8738 -0.399 -0.096 -0.011
H 2.4952 0.6717 -2.7468 -0.539 -0.023 0.034
H -0.1816 -0.9038 -2.8746 -0.268 -0.012 0.046
H -2.1619 -0.6764 -4.4124 0.158 -0.040 -0.072
H -3.0889 1.5740 -4.8993 0.064 -0.099 0.127
H -2.1650 3.5664 -3.8149 0.437 -0.429 0.174
H -0.8421 4.5429 -2.0535 -0.121 0.206 -0.317
H 0.8190 4.0985 -2.6037 -0.409 0.066 0.466
H 0.1180 3.5374 -1.0331 0.493 0.096 0.401

=====

[2]
114
Properties=species:S:1:pos:R:3:forces:R:3 method="wB97M-V/def2-TZVPD" multiplicity=2 gap_ev="6.726 / 6.797" s2=1.231
Co -0.0963 -0.8184 -0.0214 0.425 1.194 -0.214
C 0.3433 -0.7523 3.7536 0.028 0.091 0.019
P -0.6930 -0.7473 2.2391 -0.074 -0.397 0.071
C -1.5917 -2.3204 2.5502 -0.057 0.072 0.050
C -1.9781 0.4983 2.7058 0.076 0.219 -0.160
C -1.4720 1.8792 3.1647 -0.058 -0.198 -0.087
P -0.0614 2.5753 2.1932 0.153 -0.122 -0.053
C -0.0241 4.2486 2.9533 -0.144 0.081 -0.004
C -0.9202 2.9628 0.6142 0.010 -0.026 0.164
H -0.2939 -0.8710 4.6357 0.064 0.008 -0.018
H 0.9272 0.1666 3.8427 -0.058 -0.065 -0.034
H 1.0400 -1.5905 3.6950 -0.030 0.031 0.005
H -2.2148 -2.2563 3.4471 0.042 -0.024 -0.015
H -0.8523 -3.1098 2.6909 -0.014 0.003 -0.015
H -2.2072 -2.5951 1.6956 0.026 0.033 0.053
H -2.6085 0.0512 3.4769 -0.082 0.065 0.043
H -2.5971 0.6366 1.8144 -0.053 -0.064 0.044
H -1.1381 1.8347 4.2048 0.013 -0.030 -0.001
H -2.3050 2.5870 3.1186 -0.020 0.042 0.101
H -1.0158 4.7133 2.9655 0.072 0.001 0.015
H 0.6566 4.8885 2.3893 -0.004 -0.005 0.009
H 0.3495 4.1837 3.9779 -0.021 -0.010 -0.054
H -1.8845 3.4532 0.7769 0.042 0.008 0.002
H -1.0780 2.0368 0.0508 0.022 0.072 0.181
H -0.2878 3.6132 0.0031 -0.010 -0.060 0.059
C -2.5953 -1.3290 -2.8695 0.078 0.427 -0.361
Si -2.0307 -1.6732 -1.0994 0.631 -0.913 0.444
C -3.6928 -1.6361 -0.1501 -0.210 0.239 0.113
C -1.6149 -3.5307 -1.2624 -0.262 -0.290 -0.217
C -2.5895 -4.4583 -1.6771 0.101 0.005 0.069
C -2.2695 -5.7759 -1.9695 0.063 0.111 0.044
C -0.9461 -6.2007 -1.8672 0.024 0.143 0.043
C 0.0245 -5.3039 -1.4447 -0.113 0.102 0.034
C -0.2929 -3.9687 -1.1248 0.069 -0.526 -0.146
Si 1.0278 -2.7877 -0.4665 -1.104 -0.205 -0.114
C 2.4243 -2.8289 -1.7233 0.406 0.261 -0.205
C 1.7524 -3.7052 1.0176 0.265 0.011 0.330
H -3.2404 -2.1644 -3.1668 0.040 0.111 -0.010
H -1.7582 -1.2842 -3.5810 -0.169 -0.003 0.107
H -3.1825 -0.4045 -2.9755 0.106 -0.145 -0.003
H -3.9658 -2.6523 0.1555 -0.012 0.107 -0.025
H -4.4907 -1.2550 -0.7999 0.052 -0.054 0.089
H -3.6840 -1.0170 0.7547 -0.033 -0.081 -0.107
H -3.6274 -4.1435 -1.7770 0.077 -0.001 -0.011
H -3.0413 -6.4680 -2.2864 0.011 0.008 0.006
H -0.6797 -7.2229 -2.1118 -0.008 0.025 0.013
H 1.0544 -5.6511 -1.3619 -0.107 0.039 0.011
H 2.8284 -3.8494 -1.7581 -0.025 0.132 -0.062
H 3.2492 -2.1558 -1.4420 -0.134 -0.143 -0.085
H 2.0811 -2.5620 -2.7303 0.048 -0.046 0.136
H 1.7623 -4.7794 0.7970 0.025 0.096 0.055
H 1.1785 -3.5517 1.9378 0.082 -0.050 -0.113
H 2.7865 -3.3904 1.2130 -0.132 -0.123 0.014
C -3.4146 1.4198 -7.2302 0.001 -0.004 0.055
C -4.2828 1.9471 -6.2827 0.065 0.014 0.016
C -3.8205 2.2820 -5.0140 0.193 -0.046 -0.097
C -2.4778 2.0927 -4.6776 -0.097 -0.169 -0.191
C -1.6153 1.5546 -5.6402 -0.143 0.084 0.026
C -2.0760 1.2305 -6.9114 -0.004 0.061 0.071
Sb -1.7185 2.3283 -2.6917 -0.093 0.046 -0.167
C -3.4809 3.0808 -1.7572 -0.218 0.032 0.082
C -4.0261 2.3539 -0.6959 -0.101 0.049 -0.110
C -5.1740 2.7971 -0.0440 0.081 0.000 -0.084
C -5.7856 3.9768 -0.4476 0.052 0.024 -0.043
C -5.2555 4.7091 -1.5061 0.042 -0.086 0.037
C -4.1108 4.2638 -2.1578 -0.001 -0.132 0.128
C -0.7577 4.2261 -2.9876 0.133 0.162 0.075
C -0.8961 5.2712 -2.0717 0.139 0.050 -0.150
C -0.1327 6.4310 -2.1957 -0.053 -0.096 -0.038
C 0.7886 6.5541 -3.2281 -0.032 -0.058 0.001
C 0.9394 5.5183 -4.1439 -0.050 -0.001 0.064
C 0.1725 4.3654 -4.0204 -0.071 0.040 0.008
H -3.7838 1.1404 -8.2096 0.019 0.043 0.021
H -5.3286 2.0933 -6.5278 0.042 -0.014 0.009
H -4.5177 2.6832 -4.2885 0.022 -0.030 0.017
H -0.5686 1.3717 -5.4030 -0.102 -0.016 0.012
H -1.3932 0.8183 -7.6458 -0.039 0.005 0.040
H -3.5615 1.4237 -0.3764 -0.008 0.047 -0.020
H -5.5892 2.2187 0.7734 0.022 0.019 -0.033
H -6.6770 4.3273 0.0605 0.045 -0.021 -0.033
H -5.7354 5.6276 -1.8242 0.022 -0.038 0.011
H -3.7063 4.8421 -2.9816 0.007 -0.005 0.017
H -1.6036 5.1897 -1.2536 0.002 0.017 -0.050
H -0.2635 7.2412 -1.4862 0.016 -0.060 -0.028
H 1.3836 7.4547 -3.3229 -0.025 -0.030 0.004
H 1.6518 5.6112 -4.9561 -0.041 -0.004 0.026
H 0.2878 3.5754 -4.7588 0.005 0.042 0.048
C 1.7747 0.8793 -3.0575 -0.067 -0.254 -0.107
S 1.6363 1.8181 -1.5449 -0.335 -0.290 0.164
C 3.3849 2.0945 -1.3722 0.231 0.084 0.266
O 1.2575 0.8252 -0.4654 0.257 0.285 -0.215
H 2.1550 1.5311 -3.8491 -0.052 -0.076 0.084
H 0.7801 0.5067 -3.3066 0.052 0.018 0.002
H 2.4470 0.0380 -2.8684 -0.059 0.063 -0.079
H 3.7206 2.7259 -2.1991 -0.038 -0.065 0.089
H 3.8958 1.1302 -1.3631 0.037 0.081 0.025
H 3.5367 2.6116 -0.4235 0.049 -0.029 -0.087
C 3.6650 1.3085 2.6454 0.122 0.047 0.215
Te 3.4086 -0.5231 1.5776 -0.094 0.096 -0.239
C 4.6030 -1.3721 3.1287 0.127 0.051 0.145
C 5.2731 -0.2131 3.8365 -0.034 -0.050 -0.023
C 6.3248 -0.4233 4.7285 -0.036 0.014 -0.018
C 6.9169 0.6419 5.3886 -0.022 0.056 -0.019
C 6.4612 1.9373 5.1610 -0.011 -0.048 -0.019
C 5.4181 2.1548 4.2734 -0.012 -0.083 -0.029
C 4.8184 1.0859 3.6043 -0.101 0.032 -0.060
H 2.7364 1.5405 3.1689 0.057 0.011 -0.013
H 3.8636 2.1278 1.9553 0.034 -0.026 0.015
H 5.3299 -2.0649 2.7075 0.012 0.041 0.004
H 3.9574 -1.9315 3.8061 0.025 0.010 0.043
H 6.6834 -1.4333 4.9010 -0.032 0.056 -0.007
H 7.7354 0.4646 6.0769 -0.044 0.015 -0.044
H 6.9230 2.7753 5.6714 -0.031 -0.057 -0.036
H 5.0641 3.1648 4.0896 0.017 -0.066 0.013

=====

| no. | total energy (eV) | F_max (eV/A) |
| --- | --- | --- |
| 1 | -27171.69607 | 2.6 |
| 2 | -145289.93735 | 1.3 |